[1]
Molecular formula: C3H4O
Method: DFT, the ωB97M-V functional and the def2-TZVPD basis

Geometry (Å):
H -1.604 -0.735 0.850
C -1.001 -0.030 0.298
H -1.040 1.721 -0.459
C 0.287 -0.203 0.231
O -1.646 1.146 0.029
C 1.484 -0.530 -0.168
H 1.084 -1.053 -1.227
H 2.437 -0.317 0.445

Results
E_HOMO = -0.320 Ha
LUMO = 0.740 eV
SMILES = C=C=CO



[2]
Molecular formula: C3H4O
Method: DFT, the ωB97M-V functional and the def2-TZVPD basis

Geometry (Å):
H 0.904 -0.874 -0.426
H -1.365 -1.557 -0.725
H 0.742 2.817 0.214
C 0.219 1.975 -0.148
C -1.231 -0.350 -0.579
H -0.137 -0.823 1.109
C 0.062 -0.329 0.106
O 0.497 0.959 0.699

Results
E_HOMO (alpha / beta) = -0.314 / -0.324 Ha
2S+1 = 3
<S²> = 2.008
LUMO (alpha / beta) = 0.416 / -1.317 eV